{
  "formula": "C14H30NO6",
  "method": "the ωB97M-V functional and the def2-TZVPD basis",
  "species": ["H", "H", "N", "H", "O", "C", "H", "H", "C", "H", "O", "C", "H", "H", "H", "H", "H", "H", "H", "C", "C", "H", "H", "O", "O", "H", "C", "H", "C", "H", "C", "H", "C", "H", "H", "C", "H", "O", "C", "C", "H", "H", "H", "O", "C", "H", "H", "H", "C", "H", "H"],
  "coordinates": [[-0.59, -1.36, 4.20], [0.36, -4.67, 1.59], [-2.27, -1.08, 1.27], [-3.57, 1.12, -0.09], [1.61, 2.74, -2.82], [1.89, 4.10, -3.11], [0.25, -2.14, 1.55], [-0.62, 1.41, 2.27], [1.10, 2.56, -1.53], [-2.20, 1.32, -1.18], [-2.79, -2.24, 1.40], [-3.29, -1.26, -0.95], [-0.73, -0.47, -1.71], [-1.13, 0.76, 3.81], [-1.20, -2.69, 3.20], [-0.84, -2.02, -0.87], [-0.01, 1.51, 0.40], [1.98, -6.12, 0.70], [1.74, 3.05, -0.77], [3.35, 4.42, -2.81], [-2.50, 0.95, -0.20], [-3.33, -0.79, -1.94], [1.68, 1.04, 0.65], [1.53, -1.30, -0.37], [4.22, 3.49, -3.41], [2.91, -4.65, 0.37], [0.79, 0.87, 0.03], [4.10, 2.63, -2.98], [0.39, -0.60, 0.13], [-4.27, -1.14, -0.47], [-0.84, -0.93, -0.72], [0.09, 3.00, -1.46], [-2.21, -0.56, -0.14], [-3.10, -2.32, -1.07], [0.98, -0.69, 2.21], [-1.19, -0.73, 2.25], [3.60, 5.39, -3.25], [1.07, 1.19, -1.32], [0.16, -1.05, 1.58], [1.90, -5.06, 0.46], [3.50, 4.50, -1.73], [1.40, -4.96, -0.51], [1.26, -2.17, -0.66], [1.25, -4.32, 1.48], [-1.32, 0.73, 2.74], [-1.99, 1.54, 0.56], [-2.34, -1.53, 3.90], [1.68, 4.26, -4.17], [-1.34, -1.64, 3.46], [-2.33, 1.11, 2.58], [1.24, 4.77, -2.53]],
  "orbital_gap_ha": [0.3186, 0.3667],
  "total_charge": 0,
  "spin_multiplicity": 2,
  "s2": 0.7543
}

{
  "formula": "C14H31B3LuNO3PS",
  "method": "the ωB97M-V functional and the def2-TZVPD basis",
  "species": ["H", "H", "H", "C", "H", "H", "B", "H", "C", "H", "C", "O", "H", "H", "P", "H", "H", "B", "H", "Lu", "H", "H", "H", "H", "O", "H", "H", "N", "B", "H", "C", "C", "C", "H", "H", "C", "C", "H", "H", "C", "H", "H", "C", "H", "C", "H", "H", "C", "O", "C", "H", "S", "C", "H", "H"],
  "coordinates": [[2.04, -0.12, 0.81], [1.20, 1.86, 0.47], [-1.04, -1.83, -3.62], [-3.20, -2.15, 2.16], [3.01, 3.68, -1.62], [2.15, 0.43, -2.52], [-2.25, -0.72, -2.02], [2.45, -3.09, 2.92], [-0.77, -1.08, -2.73], [-0.13, -1.71, -1.96], [0.00, 0.25, -3.31], [-4.58, -0.01, -0.38], [-4.00, -0.08, 2.70], [4.75, -2.63, 2.16], [-3.26, 2.71, -0.07], [-4.43, 3.19, 0.64], [-5.42, -2.23, 1.28], [-3.62, 0.99, -0.93], [0.63, -0.11, -4.25], [-4.12, 2.36, 2.07], [-2.91, 3.74, -1.05], [3.98, -1.21, -0.71], [-4.19, -3.45, 0.54], [1.61, -2.17, 1.42], [-2.91, 0.62, -2.18], [3.71, 1.09, -0.92], [2.35, 3.25, 1.04], [-1.99, -2.81, 2.28], [-3.89, -1.32, -0.30], [3.36, 0.35, 2.20], [3.54, 1.49, 0.19], [-4.30, -2.36, 0.95], [2.19, 2.44, 0.17], [1.34, 4.26, -0.94], [4.30, -3.38, 0.49], [3.19, 0.11, 1.07], [1.10, 0.86, -2.22], [2.12, -3.98, 1.28], [0.71, 0.49, -1.16], [-3.58, -0.99, 3.30], [-2.61, -0.68, 3.92], [-0.75, 1.07, -3.67], [3.97, -2.54, 1.27], [-1.53, -2.44, 3.16], [1.09, 2.50, -2.37], [-4.40, -1.43, 4.04], [-0.03, 2.90, -2.46], [4.11, -1.11, 0.48], [-2.87, -1.83, -1.24], [2.45, -2.93, 1.74], [4.48, 2.02, 0.64], [-1.82, 2.47, 1.27], [1.97, 3.29, -1.22], [5.25, -0.77, 0.62], [1.59, 2.75, -3.42]],
  "orbital_gap_ha": 0.0726,
  "total_charge": 3
}

{
  "formula": "C14H31F6N5O7P",
  "method": "the ωB97M-V functional and the def2-TZVPD basis",
  "species": ["F", "C", "H", "O", "C", "H", "H", "H", "O", "H", "H", "F", "H", "N", "N", "H", "H", "H", "O", "H", "C", "F", "O", "C", "C", "H", "N", "H", "H", "H", "H", "H", "H", "F", "H", "C", "H", "H", "C", "H", "H", "C", "P", "N", "H", "C", "O", "C", "C", "O", "C", "H", "N", "H", "H", "O", "F", "H", "C", "H", "H", "C", "H", "F"],
  "coordinates": [[0.10, -1.14, 1.68], [-3.70, 1.08, -2.04], [-0.13, -0.67, -1.99], [-0.74, -5.80, 1.48], [1.09, -1.62, -3.66], [-3.95, 3.31, -1.82], [0.57, -2.00, -4.54], [-3.20, -0.75, -1.23], [3.45, 4.01, -1.63], [2.38, -2.78, 1.73], [2.86, -2.46, 3.46], [0.88, 0.93, 1.96], [3.59, 0.63, 1.51], [3.27, -0.26, 1.87], [1.11, -4.82, 2.11], [-2.08, 0.59, -0.88], [4.01, -3.25, 2.57], [-1.21, -2.87, 1.62], [2.02, -2.64, -3.44], [1.45, -0.62, -3.92], [-0.18, -4.85, 1.91], [-1.20, 1.81, 1.13], [-4.81, 0.78, -2.50], [-3.47, 4.22, 1.44], [-1.04, -3.63, 2.39], [2.27, -0.33, 1.78], [-3.47, 2.88, 1.21], [-0.75, -2.16, -2.69], [1.53, -3.95, 2.43], [2.31, 3.17, -3.96], [-1.45, 4.82, 1.55], [0.81, 2.59, -0.81], [-2.93, 2.89, -3.07], [-1.91, -0.32, 1.01], [-2.13, 4.25, 3.11], [2.42, 3.30, -1.83], [-2.64, 2.33, 1.09], [-2.00, -3.95, 2.81], [1.85, -3.24, -2.30], [1.73, -5.55, 1.79], [-0.50, -3.02, 3.11], [0.16, -1.66, -2.35], [-0.49, 0.37, 1.35], [-2.87, 0.20, -1.37], [1.14, 2.24, -3.09], [3.19, -2.54, 2.42], [5.15, -1.09, 2.67], [0.95, -2.42, -1.37], [2.19, 2.51, -3.11], [2.39, -4.36, -2.12], [4.00, -1.24, 2.32], [-4.38, 2.69, 0.81], [1.71, 3.06, -0.80], [-2.41, 2.56, -1.43], [2.76, 1.60, -3.31], [-4.32, 4.90, 1.04], [-0.02, 0.32, -0.20], [2.02, 3.45, 0.07], [-2.31, 4.83, 2.21], [1.47, -1.92, -0.56], [0.26, -3.11, -0.90], [-3.26, 2.51, -2.10], [-2.42, 5.88, 2.48], [-1.12, 0.29, 2.89]],
  "orbital_gap_ha": [0.2563, 0.0775],
  "total_charge": 0,
  "spin_multiplicity": 2,
  "s2": 0.7552
}

{
  "formula": "C14H31IO4SSi2",
  "method": "the ωB97M-V functional and the def2-TZVPD basis",
  "species": ["H", "H", "H", "H", "H", "H", "H", "H", "H", "H", "H", "H", "C", "H", "H", "C", "H", "H", "H", "H", "C", "C", "C", "O", "C", "H", "Si", "Si", "C", "H", "S", "H", "C", "H", "C", "C", "C", "O", "H", "H", "H", "H", "O", "C", "O", "H", "H", "C", "C", "H", "I", "H", "H"],
  "coordinates": [[4.48, 2.33, 3.04], [0.25, 0.24, 4.12], [0.06, -0.41, 2.49], [-4.92, -0.69, -0.17], [4.81, -0.14, 3.66], [-1.42, 2.56, 0.25], [1.24, -1.63, -1.81], [-0.11, 1.64, -4.42], [-0.45, -2.62, 0.56], [-1.49, -0.03, -3.32], [0.48, -3.76, -0.38], [-0.32, -2.38, -2.11], [0.42, -2.71, -0.10], [-5.49, -2.61, -2.50], [2.58, -2.57, 0.08], [0.42, 0.45, 3.06], [-1.34, 1.62, 2.85], [1.75, 1.84, -2.06], [-2.14, -0.71, 0.81], [-1.65, 1.52, -2.51], [-0.96, 0.69, -2.70], [4.68, 0.20, 2.63], [1.03, 2.30, -2.74], [0.31, 0.70, -0.04], [-0.27, 1.72, 2.61], [-6.76, -1.74, -1.65], [-0.12, 2.06, 0.77], [-0.61, -0.21, -1.09], [0.26, -1.84, -1.36], [5.67, 0.31, 2.18], [-3.08, -1.92, -1.06], [-5.15, -2.41, 0.06], [-2.27, -0.52, -0.26], [3.72, 1.78, 1.53], [-4.84, -1.66, -0.66], [-5.70, -1.71, -1.91], [1.68, -2.34, 0.66], [1.15, 0.14, -3.76], [0.37, 2.94, -2.16], [-5.53, -0.85, -2.55], [1.71, -1.30, 0.96], [-2.91, 0.37, -0.37], [1.84, 0.45, 2.80], [3.92, 1.53, 2.57], [2.20, 2.23, 4.12], [0.90, 3.11, 0.51], [0.09, 2.58, 3.17], [2.58, 1.48, 3.26], [0.25, 1.22, -3.48], [4.14, -0.58, 2.09], [1.88, -3.47, 2.47], [1.06, -0.13, -4.68], [1.59, 2.92, -3.44]],
  "orbital_gap_ha": 0.3390,
  "total_charge": 0
}

{
  "formula": "C14H31KO19",
  "method": "the ωB97M-V functional and the def2-TZVPD basis",
  "species": ["O", "H", "H", "K", "H", "O", "H", "C", "C", "O", "H", "H", "H", "O", "H", "H", "O", "C", "H", "H", "O", "H", "C", "C", "H", "H", "O", "H", "H", "O", "H", "O", "O", "H", "H", "C", "H", "H", "C", "C", "H", "H", "H", "C", "H", "O", "O", "O", "C", "C", "H", "O", "C", "H", "H", "O", "H", "C", "H", "H", "O", "O", "C", "O", "O"],
  "coordinates": [[-16.44, 0.80, 13.64], [-12.97, -2.93, 14.72], [-15.97, 2.71, 16.24], [-12.24, -3.07, 17.56], [-13.35, 4.75, 19.28], [-14.19, 3.03, 14.17], [-14.36, -0.14, 20.08], [-10.31, 1.41, 20.18], [-13.87, 0.22, 16.29], [-10.05, -1.46, 9.92], [-10.95, 2.18, 20.61], [-12.88, -1.00, 19.68], [-16.21, 0.41, 14.49], [-16.64, 3.28, 15.81], [-10.06, 0.37, 12.58], [-12.61, 1.04, 17.81], [-9.76, -2.32, 19.27], [-9.97, 0.33, 11.49], [-11.78, 0.20, 16.59], [-10.49, 1.24, 11.20], [-8.22, 2.55, 20.14], [-13.67, -4.20, 14.28], [-9.10, 4.93, 10.00], [-11.73, 6.06, 18.89], [-8.91, 0.41, 11.23], [-9.54, -0.67, 17.27], [-13.95, -1.65, 13.27], [-11.87, 3.87, 18.83], [-10.39, 1.49, 19.09], [-14.00, -3.37, 19.75], [-10.75, 0.44, 20.41], [-7.53, -2.35, 19.14], [-12.47, 6.78, 18.17], [-11.95, 4.59, 20.44], [-17.40, 0.84, 13.64], [-10.60, -0.94, 10.93], [-8.16, 3.68, 11.58], [-9.39, 2.82, 10.50], [-13.77, -1.02, 20.31], [-12.27, 4.70, 19.41], [-13.80, -1.29, 14.17], [-14.60, 2.58, 13.42], [-8.93, -2.16, 16.55], [-8.67, -2.01, 18.73], [-7.80, -0.88, 17.18], [-11.66, -1.42, 11.43], [-10.58, 6.43, 19.26], [-12.86, -3.89, 14.70], [-8.85, 1.60, 20.67], [-9.08, 3.73, 11.00], [-16.68, 2.94, 14.92], [-8.11, 5.71, 9.91], [-8.73, -1.41, 17.31], [-14.04, 2.32, 14.82], [-13.46, -0.97, 21.36], [-14.94, 0.88, 16.20], [-12.42, 1.89, 16.30], [-14.55, -2.33, 20.19], [-9.86, 3.97, 11.72], [-13.14, -1.75, 12.73], [-13.87, -1.03, 16.13], [-8.38, 0.87, 21.58], [-12.60, 0.91, 16.73], [-10.10, 4.96, 9.23], [-15.74, -2.25, 20.61]],
  "orbital_gap_ha": 0.1371,
  "total_charge": -6,
  "relative_energy_kcal_mol": 0.0
}

What is the formula in the third record?
C14H31F6N5O7P

Please write out number 1 again, unchanged.
{
  "formula": "C14H30NO6",
  "method": "the ωB97M-V functional and the def2-TZVPD basis",
  "species": ["H", "H", "N", "H", "O", "C", "H", "H", "C", "H", "O", "C", "H", "H", "H", "H", "H", "H", "H", "C", "C", "H", "H", "O", "O", "H", "C", "H", "C", "H", "C", "H", "C", "H", "H", "C", "H", "O", "C", "C", "H", "H", "H", "O", "C", "H", "H", "H", "C", "H", "H"],
  "coordinates": [[-0.59, -1.36, 4.20], [0.36, -4.67, 1.59], [-2.27, -1.08, 1.27], [-3.57, 1.12, -0.09], [1.61, 2.74, -2.82], [1.89, 4.10, -3.11], [0.25, -2.14, 1.55], [-0.62, 1.41, 2.27], [1.10, 2.56, -1.53], [-2.20, 1.32, -1.18], [-2.79, -2.24, 1.40], [-3.29, -1.26, -0.95], [-0.73, -0.47, -1.71], [-1.13, 0.76, 3.81], [-1.20, -2.69, 3.20], [-0.84, -2.02, -0.87], [-0.01, 1.51, 0.40], [1.98, -6.12, 0.70], [1.74, 3.05, -0.77], [3.35, 4.42, -2.81], [-2.50, 0.95, -0.20], [-3.33, -0.79, -1.94], [1.68, 1.04, 0.65], [1.53, -1.30, -0.37], [4.22, 3.49, -3.41], [2.91, -4.65, 0.37], [0.79, 0.87, 0.03], [4.10, 2.63, -2.98], [0.39, -0.60, 0.13], [-4.27, -1.14, -0.47], [-0.84, -0.93, -0.72], [0.09, 3.00, -1.46], [-2.21, -0.56, -0.14], [-3.10, -2.32, -1.07], [0.98, -0.69, 2.21], [-1.19, -0.73, 2.25], [3.60, 5.39, -3.25], [1.07, 1.19, -1.32], [0.16, -1.05, 1.58], [1.90, -5.06, 0.46], [3.50, 4.50, -1.73], [1.40, -4.96, -0.51], [1.26, -2.17, -0.66], [1.25, -4.32, 1.48], [-1.32, 0.73, 2.74], [-1.99, 1.54, 0.56], [-2.34, -1.53, 3.90], [1.68, 4.26, -4.17], [-1.34, -1.64, 3.46], [-2.33, 1.11, 2.58], [1.24, 4.77, -2.53]],
  "orbital_gap_ha": [0.3186, 0.3667],
  "total_charge": 0,
  "spin_multiplicity": 2,
  "s2": 0.7543
}